Entry A
This record from OMol25 describes C16H22N4O2S as an isolated structure. The level of theory is the ωB97M-V functional and the def2-TZVPD basis.

Cartesian coordinates (Å):
C  -2.36  -0.10  -3.27
C  -2.11  0.79  -2.07
C  -2.56  0.19  -0.72
C  -4.08  -0.02  -0.65
C  -1.90  -1.11  -0.50
N  -1.39  -2.12  -0.30
C  -2.14  1.19  0.38
O  -2.91  2.06  0.74
N  -0.89  1.04  0.88
C  -0.35  1.91  1.91
C  0.03  1.10  3.11
C  1.20  1.08  3.73
C  2.41  1.90  3.37
N  3.37  1.16  2.53
C  3.00  0.93  1.23
O  2.60  1.83  0.51
C  3.33  -0.43  0.64
C  2.41  -0.82  -0.48
C  2.07  -2.10  -0.83
C  1.24  -2.12  -1.99
C  0.67  -3.36  -2.60
N  0.98  -0.94  -2.49
S  1.71  0.24  -1.62
H  -2.02  0.39  -4.18
H  -1.82  -1.04  -3.18
H  -3.42  -0.33  -3.40
H  -1.04  1.02  -2.01
H  -2.65  1.74  -2.16
H  -4.38  -0.37  0.33
H  -4.56  0.94  -0.84
H  -4.39  -0.75  -1.40
H  -0.30  0.32  0.50
H  0.50  2.47  1.50
H  -1.14  2.62  2.15
H  -0.76  0.44  3.47
H  1.32  0.41  4.58
H  2.14  2.80  2.81
H  2.93  2.23  4.27
H  3.66  0.30  2.99
H  4.35  -0.35  0.25
H  3.33  -1.21  1.40
H  2.37  -2.98  -0.29
H  1.06  -4.25  -2.12
H  -0.42  -3.36  -2.49
H  0.90  -3.39  -3.67

For the HOMO-LUMO gap, the calculation gives 9.588 eV.


Entry B
This record from OMol25 describes C16H22N4O2S as an isolated structure. The level of theory is the ωB97M-V functional and the def2-TZVPD basis.

Cartesian coordinates (Å):
C  1.97  -3.12  -0.24
C  1.97  -1.75  0.40
C  2.43  -0.60  -0.54
C  3.86  -0.81  -1.06
C  1.49  -0.52  -1.67
N  0.73  -0.43  -2.52
C  2.39  0.69  0.31
O  3.24  0.87  1.16
N  1.37  1.53  0.09
C  1.13  2.70  0.93
C  0.19  3.64  0.24
C  -1.12  3.70  0.44
C  -1.89  2.81  1.38
N  -3.18  2.34  0.83
C  -3.29  1.97  -0.51
O  -4.06  2.52  -1.26
C  -2.35  0.88  -0.99
C  -2.26  -0.37  -0.16
C  -1.84  -1.59  -0.62
C  -1.86  -2.56  0.42
C  -1.50  -4.00  0.24
N  -2.25  -2.12  1.59
S  -2.63  -0.53  1.50
H  1.58  -3.86  0.45
H  1.34  -3.14  -1.14
H  2.98  -3.44  -0.53
H  0.97  -1.51  0.77
H  2.64  -1.72  1.27
H  4.17  0.03  -1.67
H  4.53  -0.88  -0.20
H  3.92  -1.72  -1.65
H  0.68  1.29  -0.61
H  0.75  2.38  1.90
H  2.09  3.18  1.11
H  0.63  4.32  -0.49
H  -1.71  4.43  -0.11
H  -1.29  1.95  1.68
H  -2.14  3.35  2.29
H  -3.92  3.00  1.02
H  -2.64  0.63  -2.00
H  -1.36  1.36  -1.06
H  -1.54  -1.78  -1.64
H  -1.00  -4.17  -0.71
H  -0.85  -4.34  1.05
H  -2.40  -4.62  0.27

For the HOMO-LUMO gap, the calculation gives 9.986 eV.


Quick ranking, most stable first: entry A, entry B.


Entry A
This record from OMol25 describes one molecule with the formula C21H22N2O3S. The level of theory is the ωB97M-V functional and the def2-TZVPD basis.

Cartesian coordinates (Å):
C  4.85  -3.11  -2.31
H  4.92  -3.16  -3.40
H  4.22  -3.90  -1.92
H  5.84  -3.18  -1.87
S  4.21  -1.49  -1.81
C  2.69  -1.34  -2.71
C  2.11  -2.38  -3.41
C  0.93  -2.18  -4.11
C  0.33  -0.94  -4.12
C  0.90  0.11  -3.42
C  2.07  -0.08  -2.70
O  2.63  0.99  -2.04
C  2.46  1.00  -0.63
C  1.02  1.06  -0.25
C  0.01  0.15  -0.33
C  -1.12  0.85  0.16
N  -0.79  2.07  0.49
O  0.53  2.22  0.24
C  -2.49  0.32  0.36
O  -2.82  -0.81  0.04
N  -3.32  1.22  0.93
H  -2.91  2.11  1.18
C  -4.63  0.90  1.41
H  -4.81  -0.15  1.15
C  -4.76  1.12  2.92
H  -4.45  2.14  3.15
H  -5.81  1.01  3.19
C  -3.94  0.12  3.74
C  -2.45  0.23  3.53
C  -1.78  1.41  3.84
C  -0.41  1.51  3.65
C  0.31  0.43  3.17
C  -0.35  -0.75  2.87
C  -1.72  -0.85  3.05
H  -2.23  -1.77  2.81
H  0.20  -1.60  2.49
H  1.38  0.50  3.03
H  0.10  2.43  3.88
H  -2.32  2.25  4.23
H  -4.26  -0.90  3.50
H  -4.16  0.29  4.80
H  -5.37  1.52  0.89
H  0.04  -0.87  -0.67
H  2.92  0.11  -0.18
H  2.97  1.90  -0.29
H  0.44  1.09  -3.41
H  -0.59  -0.78  -4.67
H  0.49  -3.01  -4.65
H  2.56  -3.36  -3.42

For the HOMO-LUMO gap, the calculation gives 8.878 eV. As for the SMILES: CSc1ccccc1OCc1cc(C(=O)NCCCc2ccccc2)no1.


Entry B
This record from OMol25 describes one molecule with the formula C21H22N2O3S. The level of theory is the ωB97M-V functional and the def2-TZVPD basis.

Cartesian coordinates (Å):
O  -4.35  -2.77  1.82
O  -1.62  -2.69  2.96
O  0.06  -4.74  0.90
S  2.69  2.79  1.10
C  -3.30  -2.81  1.20
C  -1.92  -2.78  1.77
C  0.29  -3.54  0.86
C  0.86  4.47  -2.77
C  2.28  4.39  -2.60
C  0.03  4.04  -1.70
C  2.84  3.87  -1.43
C  0.59  3.53  -0.55
C  2.48  0.33  -0.17
C  1.95  0.36  2.17
C  2.32  -1.08  -0.19
C  1.74  -1.03  2.18
C  2.01  3.37  -0.43
C  2.32  1.04  1.00
C  1.92  -1.76  1.01
N  1.62  -3.11  0.96
N  -3.16  -2.86  -0.18
C  2.72  -4.07  1.06
C  -4.64  -1.63  -1.69
C  -4.03  -4.04  -2.23
C  -0.92  -2.62  0.64
C  -1.78  -2.98  -0.58
C  -4.30  -3.02  -1.11
H  0.47  4.96  -3.67
H  2.93  4.69  -3.41
H  -1.06  4.11  -1.74
H  3.91  3.75  -1.36
H  -0.03  3.32  0.34
H  2.82  0.79  -1.09
H  1.81  0.93  3.09
H  2.51  -1.67  -1.07
H  1.51  -1.47  3.13
H  2.44  -4.97  1.59
H  3.12  -4.30  0.07
H  3.61  -3.69  1.59
H  -5.44  -1.70  -2.41
H  -3.77  -1.21  -2.18
H  -4.95  -0.92  -0.88
H  -4.02  -5.02  -1.80
H  -3.07  -3.90  -2.69
H  -4.81  -3.95  -2.98
H  -0.60  -1.58  0.58
H  -1.58  -4.03  -0.88
H  -1.56  -2.32  -1.41
H  -5.16  -3.41  -0.59

For the HOMO-LUMO gap, the calculation gives 8.560 eV. As for the SMILES: CC(C)N1C[C@H](C(=O)N(C)c2ccc(Sc3ccccc3)cc2)C(=O)C1=O.


Quick ranking, most stable first: entry B, entry A.


Entry A
This record from OMol25 describes one molecule with the formula C19H26N4O3S. The level of theory is the ωB97M-V functional and the def2-TZVPD basis.

Cartesian coordinates (Å):
C  4.78  3.59  0.51
H  5.00  3.44  -0.55
H  3.79  4.06  0.60
H  5.54  4.20  0.98
O  4.79  2.34  1.19
C  4.02  1.38  0.68
O  3.36  1.50  -0.32
C  4.05  0.15  1.56
H  4.98  0.09  2.12
H  3.84  -0.75  0.99
S  2.72  0.36  2.79
C  1.31  0.00  1.79
N  1.50  -0.68  0.68
C  0.48  -0.96  -0.13
C  -0.85  -0.61  0.23
C  -1.06  0.06  1.42
C  0.05  0.41  2.22
C  -0.12  1.15  3.41
N  -0.26  1.77  4.36
C  -2.43  0.35  1.92
H  -2.45  1.35  2.37
H  -2.66  -0.37  2.71
C  -3.51  0.25  0.83
N  -3.28  -1.03  0.15
C  -4.35  -1.52  -0.68
H  -4.57  -0.87  -1.54
H  -5.26  -1.64  -0.09
H  -4.06  -2.50  -1.06
C  -2.03  -1.05  -0.59
H  -1.86  -2.08  -0.93
H  -2.12  -0.41  -1.49
C  -4.88  0.24  1.53
H  -5.02  -0.70  2.06
H  -4.91  1.05  2.25
H  -5.69  0.38  0.82
C  -3.43  1.47  -0.10
H  -2.42  1.65  -0.43
H  -4.08  1.34  -0.96
H  -3.77  2.36  0.44
N  0.79  -1.71  -1.23
C  0.39  -1.32  -2.57
H  -0.54  -0.75  -2.56
C  1.49  -0.47  -3.22
O  2.71  -1.16  -3.28
C  3.13  -1.49  -1.97
H  4.08  -2.02  -2.07
C  2.09  -2.37  -1.27
H  2.39  -2.60  -0.25
H  1.96  -3.29  -1.84
H  3.28  -0.57  -1.39
H  1.22  -0.23  -4.26
H  1.61  0.46  -2.65
H  0.24  -2.23  -3.16

For the HOMO-LUMO gap, the calculation gives 8.674 eV. As for the SMILES: COC(=O)CSc1nc(N2CCOCC2)c2c(c1C#N)CC(C)(C)N(C)C2.


Entry B
This record from OMol25 describes one molecule with the formula C19H26N4O3S. The level of theory is the ωB97M-V functional and the def2-TZVPD basis.

Cartesian coordinates (Å):
C  6.69  -1.54  -3.11
C  5.42  -1.44  -2.28
O  4.38  -1.00  -3.13
C  3.13  -0.83  -2.61
C  2.79  -1.07  -1.29
C  1.49  -0.87  -0.85
C  0.51  -0.44  -1.76
C  0.86  -0.19  -3.07
C  2.16  -0.39  -3.51
H  2.44  -0.20  -4.53
H  0.11  0.17  -3.76
O  -0.78  -0.22  -1.30
C  -1.66  -1.34  -1.43
C  -2.15  -1.57  -2.85
H  -1.33  -1.86  -3.50
H  -2.90  -2.36  -2.85
H  -2.60  -0.66  -3.24
H  -2.49  -1.10  -0.76
H  -1.16  -2.25  -1.06
N  1.10  -1.06  0.48
C  1.88  -1.29  1.55
O  3.07  -1.49  1.54
C  1.09  -1.30  2.86
H  1.74  -1.65  3.66
H  0.19  -1.90  2.80
S  0.58  0.38  3.34
C  -0.93  0.46  2.50
N  -1.45  -0.50  1.77
N  -2.63  -0.05  1.30
C  -2.82  1.16  1.74
N  -1.75  1.55  2.52
C  -1.53  2.78  3.23
C  -2.11  2.71  4.64
H  -1.94  3.65  5.16
H  -1.63  1.91  5.20
H  -3.18  2.52  4.61
H  -0.45  2.94  3.28
H  -1.99  3.59  2.66
C  -3.97  1.99  1.42
C  -4.36  2.12  -0.03
C  -5.21  1.32  0.89
H  -5.17  0.24  0.81
H  -6.17  1.71  1.20
H  -3.75  1.58  -0.75
H  -4.72  3.07  -0.38
H  -4.10  2.86  2.05
H  0.10  -0.90  0.64
H  3.53  -1.39  -0.57
H  5.56  -0.73  -1.45
H  5.17  -2.42  -1.85
H  6.54  -2.24  -3.92
H  7.51  -1.88  -2.49
H  6.93  -0.57  -3.53

For the HOMO-LUMO gap, the calculation gives 8.341 eV. As for the SMILES: CCOc1ccc(OCC)c(NC(=O)CSc2nnc(C3CC3)n2CC)c1.


Quick ranking, most stable first: entry A, entry B.